--- 1 ---
Entry from OMol25: a 2-piece molecular cluster, C4H9O overall (ωB97M-V/def2-TZVPD).

Values from the calculation:
charge	-1

Last column: Löwdin charge in e.
Positions of all 14 atoms, in Å:
O1 -2.431 1.620 1.175  -0.298
C1 0.280 -0.790 0.125  -0.136
C2 -0.774 0.327 0.076  -0.302
C3 -2.109 -0.357 -0.471  -0.128
C4 -2.007 0.412 0.905  -0.643
H1 0.285 -1.181 -0.919  0.061
H2 0.135 -1.537 0.910  0.057
H3 -2.878 0.161 -1.053  0.065
H4 6.785 1.341 -1.166  -0.002
H5 -2.349 -1.388 -0.249  0.055
H6 -0.405 1.255 -0.337  0.111
H7 1.299 -0.401 0.289  0.043
H8 6.215 0.866 -1.082  0.002
H9 -2.045 -0.326 1.797  0.115

---

--- 2 ---
Entry from OMol25: a 2-piece molecular cluster, C4H9O overall (ωB97M-V/def2-TZVPD).

Values from the calculation:
charge	-1

Last column: Löwdin charge in e.
Positions of all 14 atoms, in Å:
O1 0.460 -0.185 -1.491  -0.477
C1 -0.430 -0.718 1.861  -0.215
C2 0.011 0.729 -2.511  -0.398
C3 -1.304 -0.037 1.034  -0.039
C4 1.071 -0.632 1.473  -0.145
H1 1.533 -1.515 1.917  0.044
H2 -0.887 0.430 -3.037  0.019
H3 -0.736 -1.449 2.603  0.053
H4 0.852 0.985 -3.249  0.039
H5 -2.350 0.293 1.170  0.030
H6 1.630 0.304 1.661  0.066
H7 -0.842 0.691 0.334  0.042
H8 -0.153 1.676 -2.166  -0.024
H9 1.145 -0.573 0.401  0.006

---

The structure with the greatest stability is 2.

---

--- 1 ---
Entry from OMol25: one molecule with the formula C2H4ClP (ωB97M-V/def2-TZVPD).

Last column: Löwdin charge in e.
Positions of all 8 atoms, in Å:
Cl1 -1.833 -0.313 -0.760  0.665
P1 0.981 1.496 0.203  0.750
C1 0.383 -0.322 0.613  -0.609
C2 -0.218 -0.599 -0.755  -0.718
H1 1.314 -0.881 0.808  0.044
H2 0.134 -0.853 -1.673  0.004
H3 -0.274 2.070 0.248  -0.208
H4 -0.487 -0.598 1.316  0.072

---

--- 2 ---
Entry from OMol25: C2H4ClP as an isolated structure (ωB97M-V/def2-TZVPD).

Last column: Löwdin charge in e.
Positions of all 8 atoms, in Å:
Cl1 2.185 0.191 0.188  0.525
P1 -0.656 -1.247 0.174  0.736
C1 0.771 -0.273 -0.601  -0.948
C2 -0.917 0.588 0.147  -0.352
H1 0.909 -0.133 -1.707  0.034
H2 -1.462 1.063 -0.762  0.052
H3 -0.122 -1.415 1.584  -0.048
H4 -0.708 1.227 0.977  0.002

---

The structure with the greatest stability is 2.

---

--- 1 ---
Entry from OMol25: C23H14ClIN3OReS as an isolated structure (ωB97M-V/def2-TZVPD).

Values from the calculation:
<S²>	0.77
charge	+1
multiplicity	2

Last column: Löwdin charge in e.
Positions of all 45 atoms, in Å:
Re1 -0.612 -1.703 -0.603  1.574
I1 4.557 -1.798 -0.243  1.015
Cl1 3.040 -3.619 4.930  0.751
S1 -4.681 -3.630 -1.760  0.795
O1 1.281 -1.952 -0.423  -0.318
N1 -2.335 -2.418 -0.977  -0.208
N2 -0.598 -0.132 -1.471  -0.109
N3 -0.469 -2.531 1.328  -0.064
C1 -3.360 -2.947 -1.328  -0.907
C2 -1.001 3.165 -5.171  -0.047
C3 -1.202 -3.300 3.458  -0.007
C4 0.452 3.218 2.112  -0.054
C5 -1.453 -2.847 2.159  -0.073
C6 -0.062 3.105 -2.965  -0.014
C7 -0.225 3.749 -4.179  -0.050
C8 1.132 2.049 1.797  -0.055
C9 2.549 -3.111 3.355  -0.590
C10 -1.434 1.275 -3.759  -0.010
C11 -0.509 3.728 1.249  -0.050
C12 -1.609 1.931 -4.961  -0.051
C13 0.824 -2.647 1.756  -0.166
C14 -0.126 1.881 -0.247  -0.185
C15 0.837 1.372 0.626  -0.024
C16 3.107 -2.333 1.117  -0.655
C17 1.785 -2.294 0.793  -0.408
C18 -0.471 1.161 -1.479  -0.223
C19 -0.786 3.073 0.061  -0.021
C20 0.095 -3.408 3.901  0.028
C21 3.483 -2.747 2.430  -0.137
C22 1.156 -3.070 3.042  -0.154
C23 -0.666 1.862 -2.748  -0.171
H1 -2.459 -2.734 1.779  0.117
H2 1.386 0.481 0.356  0.092
H3 0.552 3.554 -2.196  0.122
H4 0.681 3.744 3.030  0.114
H5 0.252 4.703 -4.354  0.114
H6 1.901 1.671 2.458  0.112
H7 -2.215 1.488 -5.738  0.114
H8 -1.899 0.313 -3.589  0.112
H9 -1.133 3.674 -6.117  0.115
H10 -2.035 -3.551 4.097  0.121
H11 4.532 -2.780 2.690  0.103
H12 -1.533 3.467 -0.616  0.127
H13 -1.038 4.637 1.497  0.114
H14 0.309 -3.749 4.905  0.110

---

--- 2 ---
Entry from OMol25: C23H14ClIN3OReS as an isolated structure (ωB97M-V/def2-TZVPD).

Values from the calculation:
<S²>	0.79
charge	+1
multiplicity	2

Last column: Löwdin charge in e.
Positions of all 45 atoms, in Å:
Re1 0.238 0.030 0.053  1.569
I1 2.212 -3.124 3.659  1.015
Cl1 -2.823 -5.592 2.678  0.753
S1 4.222 2.295 -0.727  0.821
O1 0.961 -1.327 1.234  -0.307
N1 1.857 0.972 -0.231  -0.196
N2 -0.973 1.336 -0.286  -0.118
N3 -1.278 -1.448 0.036  -0.064
C1 -2.404 -1.461 -0.675  -0.081
C2 2.896 1.547 -0.455  -0.880
C3 -2.630 1.925 1.342  -0.198
C4 -2.573 1.450 3.698  -0.057
C5 -1.932 2.133 0.059  -0.242
C6 -4.687 1.620 2.556  -0.057
C7 0.150 -2.333 1.642  -0.407
C8 -3.048 4.305 -0.433  -0.013
C9 -1.079 -2.420 0.977  -0.164
C10 0.423 -3.231 2.632  -0.640
C11 -1.704 -4.342 2.278  -0.590
C12 -0.520 -4.245 2.946  -0.137
C13 -3.384 -2.427 -0.480  -0.009
C14 -3.374 5.314 -1.322  -0.052
C15 -1.905 1.693 2.510  -0.035
C16 -3.202 -3.397 0.483  0.033
C17 -2.284 4.108 -3.105  -0.055
C18 -4.024 1.892 1.370  -0.031
C19 -2.333 3.187 -0.877  -0.170
C20 -2.028 -3.413 1.249  -0.154
C21 -1.946 3.103 -2.221  -0.019
C22 -2.999 5.213 -2.655  -0.049
C23 -3.962 1.405 3.721  -0.058
H1 -4.481 1.207 4.649  0.113
H2 -5.767 1.583 2.572  0.113
H3 -0.822 1.728 2.492  0.105
H4 -1.992 4.036 -4.144  0.113
H5 -3.260 6.003 -3.347  0.115
H6 -4.278 -2.401 -1.084  0.121
H7 -4.586 2.062 0.460  0.124
H8 -3.916 6.183 -0.974  0.114
H9 -2.520 -0.675 -1.408  0.119
H10 -3.318 4.397 0.610  0.121
H11 -2.009 1.296 4.608  0.113
H12 -1.388 2.241 -2.560  0.107
H13 -3.958 -4.153 0.651  0.111
H14 -0.291 -4.956 3.727  0.104

---

The structure with the greatest stability is 1.

---

--- 1 ---
Entry from OMol25: a 2-piece molecular cluster, C2H2O overall (ωB97M-V/def2-TZVPD).

Last column: Löwdin charge in e.
Positions of all 5 atoms, in Å:
O1 -3.670 0.041 -0.020  0.045
C1 0.104 -0.583 -0.015  0.049
C2 -2.538 -0.130 0.044  0.008
H1 0.637 -0.196 0.973  -0.028
H2 0.472 -0.136 -0.966  -0.074

---

--- 2 ---
Entry from OMol25: a 2-piece molecular cluster, C2H2O overall (ωB97M-V/def2-TZVPD).

Last column: Löwdin charge in e.
Positions of all 5 atoms, in Å:
O1 -0.846 0.673 -0.002  -0.128
C1 2.000 -1.600 0.338  0.016
C2 1.163 -0.803 0.529  -0.043
H1 -0.521 0.911 -0.966  0.112
H2 -1.797 0.819 0.101  0.042

---

The structure with the greatest stability is 1.